Record 1
The following is a DFT calculation (ωB97M-V with the def2-TZVPD basis set) of 8 unconnected molecules or ions with the total composition C22H42BF4N2O12S4 in a non-equilibrium geometry.

Structure (ORCA input):
```
! wB97M-V def2-TZVPD RIJCOSX def2/J DEFGRID3
* xyz -1 1
N -24.84568 -15.16627 6.34351
H -24.37865 -14.82717 7.17881
H -25.58335 -15.84981 6.47781
H -24.15922 -15.75021 5.84646
H -25.13371 -14.36009 5.79073
N -20.27225 -14.67265 7.43852
H -20.88715 -14.93341 8.20472
H -19.32928 -15.02177 7.54660
H -20.42120 -13.64656 7.36990
H -20.70839 -15.03001 6.59919
C -22.97968 -12.58726 5.83605
C -22.00185 -11.68937 6.40205
C -22.18595 -10.11139 6.29929
O -21.27861 -9.40653 6.72704
C -23.44033 -9.64617 5.76710
C -24.39232 -10.53616 5.26247
C -24.10245 -12.01282 5.23822
O -24.79356 -12.85698 4.54206
O -25.40159 -10.05861 4.64125
O -20.98560 -12.20905 6.91775
H -22.75499 -13.63460 5.68887
H -23.54459 -8.57142 5.76198
B -22.19126 -16.63350 5.18952
F -23.34141 -16.48630 4.37353
F -22.55663 -16.47669 6.51922
F -21.67948 -17.89410 4.88461
F -21.23561 -15.66012 4.93619
C -22.94813 -14.38644 0.36978
C -23.25824 -14.16994 1.84154
C -24.50465 -15.02823 2.09057
S -25.66102 -14.60511 0.76949
O -26.27092 -13.35148 1.11593
O -26.52345 -15.70157 0.33180
C -24.30023 -14.24626 -0.43455
H -22.44376 -15.31548 0.10789
H -22.27213 -13.59415 0.04096
H -23.39556 -13.12546 2.12039
H -22.55299 -14.54032 2.58822
H -24.87419 -14.78925 3.08795
H -24.36431 -16.10919 2.08144
H -24.53621 -13.31761 -0.94936
H -24.19887 -15.03223 -1.18301
C -16.76629 -19.23721 5.46998
C -17.98442 -20.11491 5.79288
C -19.01028 -19.23717 6.51509
S -17.97116 -18.07129 7.54917
O -17.93601 -18.50384 8.92663
O -18.42077 -16.73464 7.22281
C -16.34724 -18.52417 6.72836
H -17.01409 -18.56290 4.65129
H -15.87483 -19.82873 5.25983
H -17.67085 -20.93299 6.44556
H -18.46895 -20.55450 4.92207
H -19.73368 -19.73813 7.15331
H -19.46094 -18.65804 5.70963
H -15.91592 -19.29940 7.36147
H -15.81022 -17.57888 6.75191
C -18.57958 -14.73203 2.79836
C -17.46116 -14.47897 1.75398
C -16.12569 -14.67174 2.49069
S -16.41600 -16.18443 3.40131
O -15.51206 -16.33526 4.54388
O -16.50438 -17.28438 2.45040
C -18.03235 -15.65089 3.93529
H -19.48118 -15.16044 2.36358
H -18.87044 -13.75889 3.19286
H -17.34694 -13.43653 1.46058
H -17.58146 -15.22161 0.96788
H -15.88304 -13.85551 3.17196
H -15.24356 -14.75802 1.85639
H -17.83969 -15.01833 4.80468
H -18.62536 -16.43378 4.40671
C -21.83327 -20.70696 9.46876
C -23.15992 -20.29053 8.79867
C -22.97068 -18.80069 8.43629
S -22.07762 -18.02300 9.79433
O -23.05424 -17.40826 10.69740
O -21.01537 -17.15994 9.34506
C -21.43086 -19.60044 10.48647
H -21.01968 -20.87253 8.76259
H -21.93636 -21.63154 10.03747
H -23.98410 -20.31358 9.51416
H -23.41567 -20.95632 7.97650
H -23.84185 -18.21858 8.14957
H -22.20295 -18.77380 7.65976
H -21.99933 -19.66526 11.41533
H -20.38245 -19.57942 10.77750
*
```

Properties
HOMO level ... -3.41 eV

Record 2
The following is a DFT calculation (ωB97M-V with the def2-TZVPD basis set) of a molecular structure, C4H3Cl2InN5O3Sc in a non-equilibrium geometry.

Structure (ORCA input):
```
! wB97M-V def2-TZVPD RIJCOSX def2/J DEFGRID3
* xyz 4 1
Sc -0.75783 -0.41058 -2.83636
In 0.06901 -0.31542 0.01486
Cl -1.42173 -2.10952 -1.12705
Cl -1.30272 1.72844 -1.59783
C 1.09645 1.55887 0.88087
C -0.03454 -2.10515 -3.98717
C 0.05187 0.74732 -4.44094
O 1.66951 2.51343 1.23688
O 0.26650 -3.04653 -4.62586
O 0.40528 1.41714 -5.34530
N -0.81449 -1.07958 5.19457
N -0.99639 -1.20712 3.88421
N -1.87452 -2.14337 3.38502
C -1.73345 -1.92526 2.08954
N -0.83645 -0.91269 1.82817
N -0.32384 -0.43287 2.96264
H -0.16618 -0.39977 5.53267
H -1.31522 -1.66522 5.83250
H -2.24327 -2.45191 1.28490
*
```

Properties
HOMO level (alpha / beta) ... -25.24 / -23.39 eV

Record 3
The following is a DFT calculation (ωB97M-V with the def2-TZVPD basis set) of a gas-phase ion, C5H10N3 (charge +1) in a non-equilibrium geometry.

Structure (ORCA input):
```
! wB97M-V def2-TZVPD RIJCOSX def2/J DEFGRID3
* xyz 1 1
C -2.47605 0.00995 0.08434
C 0.32353 1.21924 -0.08676
C -1.50975 -1.12194 0.35318
C -0.22436 -1.06891 -0.47641
C 2.12167 -0.39638 -0.01804
N -2.26633 1.17076 -0.22597
N 0.72090 0.00348 -0.13460
N 0.83461 2.38124 0.13735
H -3.52929 -0.27596 0.20845
H -1.28554 -1.11246 1.42428
H -2.01267 -2.06304 0.12593
H 0.30836 -2.00910 -0.32472
H -0.49066 -0.98656 -1.53612
H 2.75716 0.47513 0.10859
H 2.24538 -1.05372 0.84242
H 2.42646 -0.92467 -0.92130
H 0.23169 3.19322 0.13133
H 1.82489 2.55971 0.30804
*
```

Properties
HOMO level (alpha / beta) ... -13.64 / -14.56 eV

Record 4
The following is a DFT calculation (ωB97M-V with the def2-TZVPD basis set) of 7 unconnected molecules or ions with the total composition C33H50BrFN6OSi.

Structure (ORCA input):
```
! wB97M-V def2-TZVPD RIJCOSX def2/J DEFGRID3
* xyz 0 1
C 6.83116 0.70651 0.98066
C 5.38119 0.94224 0.61372
O 5.36598 1.47764 -0.71282
C 4.67930 1.91495 1.57139
Si 2.81264 1.93696 1.40578
C 1.98318 0.54019 2.35515
C 1.79701 -0.71888 1.50295
C 1.23716 -1.89460 2.26948
F 2.26108 -2.51388 3.00084
C 2.13664 3.59336 1.98603
C 0.65724 3.91292 1.72514
C 0.10891 3.49032 0.37606
Br 1.07363 4.30824 -1.10475
H 6.90046 0.18627 1.93734
H 7.36130 1.65760 1.06391
H 7.32215 0.10388 0.21658
H 4.85333 -0.02134 0.61491
H 4.50003 1.33437 -1.10025
H 5.07107 2.91386 1.35177
H 4.94412 1.68851 2.61022
H 2.47405 1.69515 -0.02887
H 1.00080 0.87719 2.70665
H 2.56181 0.30572 3.25533
H 1.12058 -0.50243 0.67126
H 2.74254 -1.03823 1.05113
H 0.80116 -2.64968 1.61176
H 0.48609 -1.57534 2.99461
H 2.29505 3.60427 3.07105
H 2.77476 4.38584 1.58577
H 0.04144 3.40584 2.47680
H 0.47560 4.98280 1.84981
H 0.19350 2.41560 0.21704
H -0.92687 3.79537 0.25052
C -1.07594 -0.57372 5.30187
C -1.09215 -1.98348 5.11157
C -2.37396 -2.33580 4.78444
N -3.13081 -1.19618 4.77026
C -2.34982 -0.11822 5.08474
H -0.22742 0.03286 5.57296
H -0.25872 -2.66153 5.20051
H -2.80486 -3.29661 4.56113
H -4.11228 -1.15800 4.56648
H -2.76369 0.87439 5.13386
C -1.06424 -2.89343 -2.00951
C 0.30808 -2.61237 -1.76483
C 0.47460 -1.25948 -1.89009
N -0.73856 -0.71208 -2.20116
C -1.68296 -1.70138 -2.27229
H -1.54081 -3.85924 -1.99262
H 1.08157 -3.32190 -1.52253
H 1.34689 -0.63754 -1.78063
H -0.89106 0.26930 -2.34729
H -2.71380 -1.47942 -2.48998
C 2.11029 6.05042 -6.56138
C 1.50238 5.58999 -5.36118
C 2.46273 5.60967 -4.38555
N 3.62365 6.06294 -4.94814
C 3.41897 6.33274 -6.27351
H 1.64031 6.16132 -7.52422
H 0.47865 5.28228 -5.22816
H 2.41497 5.33794 -3.34560
H 4.49473 6.17209 -4.46299
H 4.21554 6.70074 -6.89697
C -3.89439 3.59739 -1.67269
C -4.95318 3.29781 -2.57314
C -4.66228 2.09762 -3.16240
N -3.46962 1.66036 -2.65181
C -2.99517 2.56842 -1.74320
H -3.80530 4.46970 -1.04708
H -5.82698 3.89705 -2.76567
H -5.19988 1.52408 -3.89795
H -3.01438 0.80621 -2.91220
H -2.06611 2.40748 -1.22185
C -7.28584 -3.52108 -4.65128
C -6.72311 -4.43758 -3.72110
C -5.63484 -3.82945 -3.15580
N -5.51951 -2.58317 -3.70873
C -6.52084 -2.38641 -4.62046
H -8.15224 -3.67855 -5.27138
H -7.07787 -5.42888 -3.49425
H -4.93918 -4.17526 -2.41049
H -4.80952 -1.91471 -3.47933
H -6.60471 -1.46367 -5.16848
C 1.19472 -5.81107 5.21739
C 0.77768 -7.15602 5.41647
C 0.65450 -7.73136 4.18011
N 0.98034 -6.78638 3.24552
C 1.31135 -5.61311 3.86694
H 1.39006 -5.07404 5.97859
H 0.59211 -7.64420 6.35860
H 0.36635 -8.72715 3.88998
H 0.97794 -6.93182 2.25330
H 1.60022 -4.73929 3.30846
*
```

Properties
HOMO level ... -8.19 eV
SMILES ... C[C@H](O)C[Si@@H](CCCF)CCCBr.c1cc[nH]c1.c1cc[nH]c1.c1cc[nH]c1.c1cc[nH]c1.c1cc[nH]c1.c1cc[nH]c1

Record 5
The following is a DFT calculation (ωB97M-V with the def2-TZVPD basis set) of C2H9N5 in the gas phase in a non-equilibrium geometry.

Structure (ORCA input):
```
! wB97M-V def2-TZVPD RIJCOSX def2/J DEFGRID3
* xyz 0 1
H -1.99857 -0.89824 -2.90662
N -1.78309 -0.29127 -2.09605
N -1.09010 -0.86216 -1.24217
C -0.68029 0.15029 -0.02683
N -0.11084 1.38091 -0.55518
C 0.32862 -0.68313 0.77420
N 1.61862 -0.79428 0.18373
N 0.58860 0.12565 2.08474
H -1.60101 0.33076 0.53501
H -0.59562 1.56292 -1.43983
H -0.33303 2.13514 0.08898
H -0.06947 -1.65479 1.07124
H 1.63887 -1.58034 -0.46109
H 1.83891 0.07788 -0.29933
H 1.53595 -0.12104 2.37547
H 0.71245 1.12171 1.91373
*
```

Properties
HOMO level ... -8.86 eV
SMILES ... [H]/N=N/[C@H](N)C(N)N

Record 6
The following is a DFT calculation (ωB97M-V with the def2-TZVPD basis set) of a molecular structure, C19H28AlBrO3S5.

Structure (ORCA input):
```
! wB97M-V def2-TZVPD RIJCOSX def2/J DEFGRID3
* xyz 2 1
Al 0.94031 0.57135 -0.25103
C 1.28628 2.78694 2.21004
C 0.32631 3.34926 1.15733
S 1.10010 3.08580 -0.45897
C -0.16090 3.15427 -1.75850
C 0.40546 2.39575 -2.96252
S 0.74275 0.60964 -2.65871
C 2.46579 0.33656 -3.22480
C 3.33938 -0.33483 -2.15934
S 3.37682 0.83511 -0.77876
C 3.98205 0.03964 0.72601
C 3.49559 0.90281 1.89503
S 1.66887 0.99683 2.02915
H 0.84461 2.90563 3.19736
H 2.23774 3.31805 2.19586
H 0.20067 4.41557 1.34092
H -0.64463 2.86394 1.19369
H -0.33347 4.18750 -2.05661
H -1.08789 2.71743 -1.39505
H 1.33824 2.84287 -3.30600
H -0.30962 2.43389 -3.78215
H 2.88211 1.29916 -3.52120
H 2.41515 -0.29475 -4.10972
H 4.33926 -0.49042 -2.56142
H 2.92682 -1.28811 -1.83196
H 5.07119 0.03029 0.72475
H 3.62361 -0.98724 0.78977
H 3.90284 1.91177 1.83196
H 3.84580 0.46061 2.82644
Br -5.44971 0.55724 -2.79905
C -4.86103 0.49528 -1.00999
C -5.78546 0.41930 0.02231
C -5.34204 0.37226 1.33766
C -3.98694 0.40432 1.62222
C -3.06887 0.48398 0.57883
C -3.50464 0.52753 -0.74344
C -1.62004 0.52479 0.89820
O -1.17676 0.45313 2.03099
O -0.82185 0.72165 -0.14459
H -6.84306 0.39785 -0.20147
H -6.06399 0.31417 2.14054
H -3.62975 0.37500 2.64244
H -2.79409 0.57314 -1.55604
O 1.05759 -1.23540 -0.08359
S 0.96789 -2.37983 0.95641
C 1.23000 -3.89890 0.04453
C 0.39729 -4.88604 0.85766
C -0.98437 -4.24140 1.04420
C -0.79865 -2.71788 1.19120
H 2.29431 -4.12168 0.00875
H 0.83265 -3.73817 -0.96000
H 0.87416 -5.06942 1.82309
H 0.34203 -5.84406 0.34492
H -1.49435 -4.65203 1.91169
H -1.60856 -4.43751 0.17395
H -1.08485 -2.30910 2.15741
H -1.29810 -2.14355 0.40959
*
```

Properties
HOMO level ... -13.48 eV

Record 7
The following is a DFT calculation (ωB97M-V with the def2-TZVPD basis set) of a molecular structure, CH3BiO3S in a non-equilibrium geometry.

Structure (ORCA input):
```
! wB97M-V def2-TZVPD RIJCOSX def2/J DEFGRID3
* xyz 1 2
S -2.29000 -2.00593 1.70561
O -2.39594 -0.40218 1.60543
O 0.62836 -1.25023 0.24753
C 0.88515 0.79951 -1.08877
O 1.03643 0.26230 0.20203
Bi -0.40444 -0.24353 1.57935
H -0.13087 0.60734 -1.46965
H 1.05418 1.88265 -1.00485
H 1.61713 0.35007 -1.77669
*
```

Properties
HOMO level (alpha / beta) ... -14.74 / -14.38 eV

Record 8
The following is a DFT calculation (ωB97M-V with the def2-TZVPD basis set) of a molecular structure, C18H41B3Cl14NO6PS in a non-equilibrium geometry.

Structure (ORCA input):
```
! wB97M-V def2-TZVPD RIJCOSX def2/J DEFGRID3
* xyz 0 1
C 4.55180 0.25125 2.40488
N 3.37807 1.06244 2.63238
C 2.30731 0.65478 1.69841
B 2.58198 1.22574 0.25371
O 2.49689 0.34551 -0.83357
B 3.78093 0.30435 -1.33402
C 4.64062 -1.03131 -1.22309
S 4.69992 -2.04203 -2.71799
O 4.30989 -3.37050 -2.31878
O 6.05347 -2.05758 -3.19535
O 4.23363 1.52050 -1.87365
B 4.12469 2.45393 -0.79972
P 5.63617 3.62213 -0.37816
C 6.96177 2.46117 0.20349
O 6.17485 4.15915 -1.87710
O 2.96465 2.51578 -0.05261
H 5.02726 0.50545 1.46269
H 4.36159 -0.82471 2.42292
H 5.27527 0.45120 3.18070
H 3.02947 0.81486 3.54564
H 1.33508 0.90392 2.09162
H 2.37209 -0.43324 1.61244
H 4.17808 -1.66372 -0.48054
H 5.64907 -0.86322 -0.88343
H 3.85851 -1.54690 -3.66572
H 7.03809 1.63276 -0.48891
H 7.87988 3.02021 0.19222
H 6.70685 2.11481 1.19155
H 6.57638 3.43415 -2.35261
Cl 7.47557 1.45554 -3.51346
C 8.45054 1.11792 -4.96500
C 8.00880 1.94324 -6.14445
Cl 6.39288 1.46422 -6.72854
H 8.37904 0.05656 -5.16895
H 9.48405 1.35287 -4.71734
H 8.70165 1.79861 -6.97057
H 7.97662 3.00171 -5.90215
Cl -0.43777 1.69687 -0.11042
C -0.36269 2.06669 -1.85276
C -1.46079 3.00378 -2.27967
Cl -3.06793 2.23568 -2.19321
H -0.40418 1.12738 -2.39645
H 0.60669 2.52726 -2.03692
H -1.30741 3.30244 -3.31425
H -1.48368 3.89797 -1.66385
Cl -6.89760 1.92449 2.77474
C -5.91927 1.31769 1.41144
C -6.19299 2.06962 0.13648
Cl -7.82950 1.75044 -0.49389
H -6.12156 0.25659 1.29895
H -4.87501 1.43961 1.69172
H -5.49012 1.75532 -0.63125
H -6.09109 3.14169 0.27686
Cl -6.13922 3.42930 8.23391
C -7.25529 3.85048 6.91098
C -6.52483 4.24166 5.65275
Cl -5.66007 5.79136 5.82678
H -7.90271 4.65043 7.25848
H -7.86654 2.96995 6.71881
H -7.23621 4.36666 4.83882
H -5.80181 3.48512 5.36320
Cl -1.33030 -3.55740 -3.84622
C 0.11495 -4.60439 -3.82172
C 1.34069 -3.87498 -3.34543
Cl 1.87573 -2.63733 -4.51864
H 0.25288 -5.00862 -4.82074
H -0.10380 -5.42752 -3.14554
H 2.16709 -4.57040 -3.22383
H 1.16752 -3.38276 -2.39350
Cl -7.04533 -3.18647 5.81428
C -8.47159 -2.43142 5.05992
C -8.37311 -0.92851 5.03470
Cl -8.47827 -0.21717 6.66649
H -9.35346 -2.76243 5.60065
H -8.53005 -2.80969 4.04129
H -9.19757 -0.51593 4.45659
H -7.44102 -0.59727 4.58648
Cl -0.95274 -6.07558 -0.56155
C -2.40050 -6.54472 -1.49215
C -3.67277 -6.30683 -0.72258
Cl -3.83177 -7.40755 0.66915
H -2.29416 -7.58836 -1.77401
H -2.40426 -5.94185 -2.39960
H -4.52928 -6.48583 -1.36912
H -3.72636 -5.28731 -0.35221
*
```

Properties
HOMO level ... -8.44 eV